Record 1
This record from the Open Molecules 2025 dataset describes 2 unconnected molecules or ions with the total composition C13H13F3N2O3S in a non-equilibrium geometry. The level of theory is ωB97M-V/def2-TZVPD.

XYZ file:
```
35
Properties=species:S:1:pos:R:3
H -2.7029 -2.0640 3.3321
F 2.8766 -0.3081 1.9572
C 0.5766 3.3510 0.6328
F 1.1049 -1.4847 2.5336
C 0.9393 2.5844 -0.6017
H 0.6482 4.3953 0.3418
S 0.5988 0.2714 0.7984
C 1.5412 -0.2374 2.2263
C 2.2320 1.8846 -0.4130
O 0.2340 2.6342 -1.6244
H 1.4237 1.3384 -2.7531
C 4.6054 1.5998 -3.9212
C -1.5946 -1.6071 1.5146
O -1.1127 -2.5957 1.0082
H -3.1408 0.1128 3.7284
C 3.2445 1.2773 -3.9197
H 5.2106 1.5021 -4.8199
O -1.7541 1.8909 2.0851
N -1.1107 -0.2686 1.4571
H -4.0293 0.2631 2.1680
H -3.7119 -1.9852 1.8586
H 6.2208 2.4156 -2.6940
H 1.2851 3.1710 1.4339
N 3.0662 1.8135 -1.5744
H 2.7127 0.9355 -4.8098
F 1.4293 0.5416 3.3340
C 5.1695 2.0952 -2.7287
C -1.9325 0.6827 2.0415
H 4.7513 2.6807 -0.6583
C -3.1158 -0.0852 2.6532
C 2.4994 1.4047 -2.7597
C -2.8690 -1.5402 2.3839
C 4.4009 2.2011 -1.5753
H -0.4459 3.1288 0.9848
H 2.8312 2.1496 0.4746
```

Kohn-Sham gap = 0.2586 Eh

Record 2
This record from the Open Molecules 2025 dataset describes a molecular structure, C3H2Br5N2O in a non-equilibrium geometry. The level of theory is ωB97M-V/def2-TZVPD.

XYZ file:
```
13
Properties=species:S:1:pos:R:3
O -2.0953 0.8272 -0.0052
C 0.2730 0.9890 -0.1509
Br -2.1003 -2.3341 -0.0253
H -2.7257 0.6582 -0.7577
C -0.7361 -1.0876 -0.0204
N 0.6189 -1.3453 0.0262
C 1.3373 -0.0718 0.2539
Br 0.4447 1.4749 -2.0264
Br 3.0474 0.0768 -0.6246
N -0.9715 0.1920 -0.0221
Br 1.6012 0.0892 2.3644
Br 0.1354 2.6983 0.9158
H 1.1709 -2.1668 0.0725
```

net charge = +1
Kohn-Sham gap = 0.3177 Eh

Record 3
This record from the Open Molecules 2025 dataset describes a molecular structure, CBr2N2O in a non-equilibrium geometry. The level of theory is ωB97M-V/def2-TZVPD.

XYZ file:
```
6
Properties=species:S:1:pos:R:3
O -2.1363 0.4130 -1.1312
N -1.1706 -0.5611 0.6646
N -1.6433 -0.0995 -0.2256
C 1.2603 0.0051 0.7668
Br 1.6162 1.6494 0.0077
Br 2.0737 -1.4069 -0.0823
```

Kohn-Sham gap = 0.2877 Eh

Record 4
This record from the Open Molecules 2025 dataset describes a gas-phase ion, C3H4NO3S2 (charge -1) in a non-equilibrium geometry. The level of theory is ωB97M-V/def2-TZVPD.

XYZ file:
```
13
Properties=species:S:1:pos:R:3
H 1.6245 -0.8453 1.7025
O -0.5906 -0.1236 -1.9788
S -1.9210 1.8710 0.5532
S 0.3367 -0.8989 -0.2349
C -1.0165 1.0436 -1.9330
C -0.5463 1.7322 -0.6404
N 1.2795 -1.5688 1.1197
H -0.0217 2.7495 -0.6668
H 2.0032 -2.3798 0.9227
C 0.5651 0.6923 0.1577
O -1.6646 1.7174 -2.6768
O 1.3593 1.0470 1.0463
H -2.1418 0.5119 0.6229
```

net charge = -1
Kohn-Sham gap = 0.2889 Eh

Record 5
This record from the Open Molecules 2025 dataset describes 2 unconnected molecules or ions with the total composition C3H8N3O in a non-equilibrium geometry. The level of theory is ωB97M-V/def2-TZVPD.

XYZ file:
```
15
Properties=species:S:1:pos:R:3
H 0.2958 2.4716 -0.7854
N 0.1301 0.6977 0.1730
H -2.1397 1.8262 0.2717
C -1.0209 -1.3209 0.2222
H 4.3713 -1.2000 -0.9375
H -0.2565 -1.8432 -0.4044
O 0.2640 2.0896 0.1293
N -2.1954 0.7596 0.0641
H -3.0231 0.1326 -0.0187
H 1.1065 0.1622 0.1397
C 3.5406 -0.7215 -0.3642
N 2.6482 -0.2267 0.1227
H -0.5937 -1.3390 1.2231
C -1.0198 0.1907 0.0522
H -2.1072 -1.6790 0.1123
```

net charge = +1
Kohn-Sham gap = 0.4384 Eh

Record 6
This record from the Open Molecules 2025 dataset describes a molecular structure, C39H43F6HfN3O6P4S2 in a non-equilibrium geometry. The level of theory is ωB97M-V/def2-TZVPD.

XYZ file:
```
104
Properties=species:S:1:pos:R:3
C 1.8109 -2.2508 2.6421
C 5.4729 0.4331 1.3433
F 5.3844 -0.9605 -1.8052
H -0.2180 -2.6938 1.6052
C -0.0027 5.3373 0.9229
H -4.2661 -1.8737 -0.1050
C -3.5869 -0.0386 4.2099
O -2.0126 -3.7451 -2.0181
H -1.9885 -4.1145 2.0615
N 0.3652 0.2044 2.3605
C -0.4175 3.2084 -0.1146
C -1.1041 -1.6276 -4.4734
F 5.1174 -2.3303 -3.4617
H 1.4041 -0.2848 -5.0246
C -3.4808 1.9785 -1.8189
H -1.6363 -2.3443 -3.8544
C -4.6093 0.8477 3.9139
N 2.8944 0.2222 -2.7428
C 3.2498 2.5421 1.6543
H -0.4103 2.9445 3.2701
O 1.2120 0.8427 -0.8982
C -1.6079 2.3269 -3.8431
P -2.7458 -0.7442 -1.5100
S 2.8916 -1.3319 -2.5359
C 2.1502 -3.3310 4.7655
H -5.5108 0.8520 4.5098
H -2.9122 -3.3878 0.7444
C -2.2825 0.8448 2.3872
H 0.6412 0.7669 3.1595
C -1.9071 -3.6310 1.0852
H 6.3658 -0.1764 1.3342
H 2.2126 -3.2844 5.8437
H -1.6171 -0.7133 3.7194
C -3.8222 -1.4965 -2.7809
H -0.8951 2.4876 -4.6382
C 5.5877 1.7667 1.2476
H 0.0594 0.6582 -5.6926
C 2.4582 2.7425 -2.2391
H -0.1362 5.0359 -1.1950
O 2.3852 -2.0162 -3.6726
H -4.7128 -0.1768 -0.1938
H 0.0576 5.3404 3.0706
H 6.5788 2.1934 1.1670
H 4.1896 -1.2934 0.9915
Hf 0.0300 -1.0173 -0.8848
O 2.8150 1.4339 2.3743
H -2.3913 4.3125 -4.0082
C -3.3083 1.7502 2.1071
F 1.2629 2.8915 -2.7985
H 1.1603 1.3839 -4.4982
F 2.5871 3.6622 -1.2877
S 2.6521 1.0804 -1.3998
H -5.2512 2.4606 2.6510
C -1.6729 1.1044 -3.1828
H -1.5112 -1.7928 1.9238
H -4.0479 4.0103 -2.2060
C 3.0248 0.2116 1.7720
F 3.4008 2.9010 -3.1458
H -1.7159 -1.2965 -5.3135
H -1.8449 -5.4514 -0.0832
C 4.6426 -1.9465 -2.2975
O -0.0691 -2.9898 -1.2537
C -3.3857 3.1992 -2.4745
C -2.4553 3.3680 -3.4851
C -4.4652 1.7496 2.8646
H -0.2113 -2.1233 -4.8607
H 0.1848 6.3990 0.8411
H -0.5412 2.6230 -1.0156
C -0.3219 3.3868 2.2837
H -3.5294 -1.1858 -3.7791
P -0.4488 -0.2161 -3.5339
C -1.2249 -4.5730 0.0895
F 4.6329 -2.9635 -1.4496
C -0.1837 4.5728 -0.2183
C -2.4242 -0.0399 3.4516
H 2.5481 -5.4336 4.6870
C 4.4750 2.7050 1.1707
H -4.2311 1.8433 -1.0509
P -0.8181 0.8381 1.3255
H -0.2481 -4.8767 0.4610
C 4.1979 -0.2711 1.3593
C -2.6258 0.9398 -2.1541
H 2.4460 -5.5527 2.2213
P 1.5153 -0.7949 1.6291
H -4.8211 -1.1002 -2.5833
C 1.8938 -2.1838 4.0355
H -3.6854 -0.7214 5.0427
C 0.6602 0.4744 -4.7980
H 1.7662 -1.2398 4.5508
C -1.1363 -3.7828 -1.1919
H -3.3869 -0.6840 0.8714
C 2.0122 -3.4656 1.9909
C -3.8674 -0.8582 -0.0857
H -3.8309 -2.5790 -2.7055
N -1.1013 -2.3840 1.2048
H -3.1945 2.4719 1.3066
O 2.2600 -1.6269 -1.2145
C -0.4865 2.6063 1.1357
H 1.9781 -3.5148 0.9056
H 2.4797 3.3016 1.5923
C 2.3416 -4.5425 4.1107
C 2.2801 -4.6117 2.7271
C -0.0707 4.7431 2.1785
H 4.6548 3.6663 0.7046
```

net charge = +2
Kohn-Sham gap = 0.2723 Eh

Record 7
This record from the Open Molecules 2025 dataset describes 5 unconnected molecules or ions with the total composition C46H66BF33N2O11 in a non-equilibrium geometry. The level of theory is ωB97M-V/def2-TZVPD.

XYZ file:
```
159
Properties=species:S:1:pos:R:3
H -3.2233 -2.1304 0.7832
C 3.9762 -3.3709 1.1382
C -2.3246 5.0111 -7.5604
C -1.8942 4.1653 1.3817
C -0.9419 6.3259 -4.4080
H 4.4252 1.5534 -0.0540
H -0.5399 2.4482 2.0582
H -3.6243 2.6735 3.1483
C -2.8311 0.8627 2.0287
H -2.4984 4.1569 -5.0376
F 2.8853 -6.0665 9.4508
H -3.9447 0.6092 1.9695
C -0.9288 -1.9281 0.4486
C -9.0077 2.3874 5.5307
C 2.8495 -0.3833 -8.1405
H 3.9336 2.5394 1.4730
H -5.1584 -1.3468 -1.3194
F 1.8533 -2.5983 8.1554
H 3.5461 -4.4432 1.2451
H 6.6133 0.9872 0.7124
C 2.4745 -1.6539 7.4171
C -0.4502 4.9461 -4.8513
H 1.7531 -4.4030 -0.5151
C -2.9530 -1.0004 -1.1227
O -2.0851 0.1434 -1.3088
F 2.4230 2.0152 -10.4632
F 4.5726 -0.7414 6.8357
O -1.5845 3.9877 -6.9239
H -4.7073 0.5063 -1.0944
H -9.0820 -0.7847 4.2196
C -0.5558 2.9493 -1.0809
H 6.5801 0.1356 3.0656
C -1.4459 5.9511 -8.3970
H 3.4413 -4.7108 -1.1614
C 4.5245 -0.1904 2.2590
H 2.1604 -0.6512 -1.5604
H 4.1027 -2.2694 -0.8506
O 4.5192 -1.7985 8.7766
H -2.4817 5.0247 1.8879
H -0.9911 -2.4790 -2.3493
H 0.2585 3.7118 -0.8205
H 0.5681 -4.7292 1.9138
F -1.4518 7.0530 -5.4180
H 6.8104 2.5672 1.7791
H 5.1185 -3.3826 1.1210
F 4.8054 -4.6877 10.8650
H 3.4627 0.1605 2.4935
H -0.4338 2.5478 -2.1551
H -1.2212 3.0034 -5.2173
H -2.3981 1.2163 1.0140
B -0.6500 -3.2166 1.4525
H -3.0254 -1.5290 -2.1551
O -2.7071 3.7510 -1.9670
C 3.7458 -5.2070 8.8462
C -4.4876 -0.5782 -0.7695
C 1.8512 -1.4452 -7.6325
H 0.7325 -0.3278 -2.6662
C 1.8099 0.9531 -9.8898
C 4.1559 -4.0968 9.8172
C -1.4311 3.0695 2.4626
F 2.0148 -1.7871 6.1483
H -1.8988 -4.7545 1.9316
F 4.4483 -2.8952 6.8114
O -7.1503 -0.4262 4.6060
H 5.6998 -2.1164 2.7642
F -6.1607 1.2188 6.7099
C -6.0600 0.4594 4.4436
H 1.8680 -0.2471 -4.6880
F -2.1763 6.9832 -8.8865
C 6.1032 1.7109 1.4519
N 2.3153 -3.4820 -2.4747
H -0.4781 0.2923 0.7974
F 2.2171 -0.1266 -10.5846
F -7.7316 2.8108 5.5466
C -2.4400 -2.0976 -0.0663
H -2.2896 1.7996 4.0873
F -9.6027 2.9274 6.6256
C -8.4676 0.1054 4.3882
C 0.2906 1.1657 -9.9362
H 2.1660 -0.6770 7.7962
F -0.3755 0.2163 -9.2441
H -4.7197 -0.6330 0.3539
H 0.8279 -2.6167 -3.7182
C -0.7357 -0.6270 1.4274
H -2.5433 -3.1300 -0.5893
H -8.5265 0.6617 3.4486
H 2.5455 -1.9218 0.1358
C 1.2194 -2.4967 -2.6304
O 0.6551 -3.7573 1.7295
C 1.7138 -0.9407 -2.5684
H 0.0199 2.1371 -9.5160
F -3.2029 4.3821 -8.3778
F -8.6783 0.3507 6.7261
F -0.1641 1.1082 -11.2121
H 2.2625 -3.0911 -8.9953
O -1.7915 -3.7983 2.1254
H -0.1345 -3.7951 -1.3949
C -2.0528 3.4827 -0.9055
C 2.6086 -0.5265 -3.8421
C 2.6092 -3.9021 -1.0872
H 4.6431 -0.4228 1.1311
C -2.6146 2.1403 3.0283
F 0.5113 -3.3466 -8.0978
F -4.3700 1.6934 5.5792
F -5.2108 -0.1509 3.5833
C 4.7027 -1.6137 3.0402
N 0.3431 -6.2098 -2.9003
F 0.0178 4.3016 -3.7412
O -2.7476 3.6419 0.3249
C 5.6957 0.8061 2.7357
C 4.7815 2.3187 0.7195
C 3.5273 -2.5692 2.4938
H -4.8496 -0.1532 6.1490
C -0.0659 -2.6878 -1.6772
H -9.4994 2.8052 4.6481
H 3.4715 -0.1209 -7.2785
H 5.0653 3.2752 0.1486
H 5.8186 -3.4321 8.5336
H -0.9248 4.6685 0.9876
F -10.4662 0.5598 5.5139
H 5.7258 -2.6969 10.0976
C -5.3257 0.7492 5.7588
H -1.0071 3.6566 3.3708
F 3.0716 -3.4868 10.3535
F -3.0710 5.6566 -6.6449
C -9.1337 0.8620 5.5570
C 4.0016 -1.8008 7.4604
F 3.2771 0.7253 -3.4901
C -1.5112 4.0236 -5.4879
C -1.9236 -0.4218 2.4841
C 5.1071 -3.0195 9.2542
O 0.0745 -1.7713 -0.5798
H 3.5522 -0.7927 -8.8715
C 3.2878 -2.7319 -0.1724
F 2.4658 -2.1054 -6.6046
F 0.0884 7.0509 -3.8975
H 5.3725 1.4254 3.6474
H -0.3991 2.0517 -0.3785
H 4.6083 -1.5171 4.1751
C 1.4111 -2.4954 -8.6555
O 2.2800 -4.5053 -3.3744
H -2.5809 -1.3344 2.6764
H 3.3397 -3.3917 3.2790
F 0.8093 -1.9617 -9.7323
F 0.7846 -0.8163 -7.0799
H -1.4352 -0.0993 3.4843
H 0.2178 -0.8721 2.0429
F 3.1125 -4.7443 7.7541
F -6.4814 1.5726 3.8134
H -1.7022 6.2373 -3.6273
H 4.6159 -5.7843 8.5224
H -0.9946 5.4181 -9.2370
O 2.3140 0.8784 -8.5705
H 2.5678 -1.9465 2.3041
C 1.3325 -5.5176 -3.0282
H -2.2823 0.5621 -2.1756
F -0.4476 6.4942 -7.6685
F 0.6078 5.0451 -5.6930
H 3.3442 -1.3293 -4.1853
```

Kohn-Sham gap = 0.3465 Eh

Record 8
This record from the Open Molecules 2025 dataset describes a molecular structure, C23H24N3O3ScSi. The level of theory is ωB97M-V/def2-TZVPD.

XYZ file:
```
55
Properties=species:S:1:pos:R:3
H -2.6110 1.5718 -2.7596
Si -3.6487 1.6469 -0.5032
O -1.0333 -1.2833 4.7723
H -3.6612 -3.1626 -2.8209
C 1.1381 1.7003 -3.0158
H 1.6316 3.5090 1.1782
H -1.4183 -4.0067 0.7204
C 1.8440 2.7529 -3.5584
C -2.8250 -1.0481 -0.2938
H -3.8054 2.8657 -2.6462
H 0.7815 0.8834 -3.6292
H -1.0606 -1.0220 7.2846
H -3.9325 -0.8401 -2.1346
C -2.7469 3.1136 0.2327
H 2.3992 4.5633 -0.7628
H 2.0455 2.7632 -4.6222
C -2.1466 -1.9992 0.5052
H -5.4604 1.5372 1.1766
N -2.7663 0.2731 0.0918
C -3.3840 -1.5229 -1.5005
C -0.6975 -0.1349 6.7833
N 0.4291 2.0545 2.6473
H -0.3633 0.9801 8.5671
N 0.4182 1.8863 1.2626
C 2.3034 3.7997 -2.7567
C -1.9507 -3.3163 0.0785
C -0.3069 0.9847 7.4859
H -4.3378 1.2067 -2.8848
H -5.8961 0.6451 -0.2818
O -0.5350 -0.0258 2.5435
H -1.7667 3.2434 -0.2376
H -3.3054 4.0367 0.0604
C -3.6007 1.8274 -2.3722
C -3.2193 -2.8337 -1.8883
C 0.2197 2.1029 5.4388
H -2.3459 -4.7604 -1.4535
C -5.4183 1.5567 0.0862
Sc -0.7674 0.1735 0.5061
H -6.0087 2.4059 -0.2648
H 0.5745 2.9662 4.8936
H 0.4606 2.9948 7.3659
C 1.3198 2.7136 -0.8262
H -0.9589 -1.1175 3.8127
C 0.1558 2.1157 6.8152
C 0.8580 1.6584 -1.6435
C -2.4789 -3.7407 -1.1205
C 2.0438 3.7664 -1.4060
O 0.1748 0.6452 -1.1428
C -0.1703 0.9801 4.7001
H -2.5972 3.0152 1.3106
C 1.1259 2.7327 0.6052
C -0.0840 1.0139 3.2256
H 2.8585 4.6198 -3.1901
C -0.6350 -0.1507 5.3895
H -1.8755 -1.7452 1.5278
```

Kohn-Sham gap = 0.2863 Eh

Result set for E_tot: -41800.395; -358373.364; -146144.343; -32479.506; -9749.648; -134324.035; -164620.365; -63437.086 eV, one per record in the order listed.
Result set for energy relative to the best compared isomer or geometry (same formula, charge and spin): 1.5171; 0.1050; 1.7943; 0.2091; 2.8157; 1.1774; 8.1275; 0.0747 eV, one per record in the order listed.